[1]
A molecular structure, C11H6N2O6Zn at a distorted geometry, computed with ωB97M-V/def2-TZVPD.

Geometry as XYZ:
```
26
C11H6N2O6Zn | the Open Molecules 2025 dataset | ωB97M-V/def2-TZVPD
C 1.991 2.189 0.620
O -2.638 2.558 -0.914
C -0.309 2.330 -0.201
H -0.649 4.947 -0.770
C 1.131 -2.893 1.907
H 0.913 4.054 0.260
H 2.573 0.064 0.939
C 0.897 2.962 0.228
C 1.792 -2.945 -1.010
C -0.400 0.940 -0.151
N 0.663 0.203 0.246
O -0.741 -7.763 -0.097
H 2.958 2.618 0.943
C 1.814 0.781 0.628
O 2.648 -3.124 -1.737
N -1.515 4.472 -0.630
C -0.530 -6.629 -0.035
O -1.696 -1.894 -2.513
H -1.295 0.377 -0.397
C -1.111 -2.138 -1.544
Zn 0.221 -1.836 0.204
C -1.554 3.078 -0.614
H -2.274 4.949 -1.134
O 1.607 -3.097 2.926
C -1.763 -2.204 1.133
O -2.733 -1.999 1.716
```

Values from the calculation:
- orbital gap (hartree) = 0.262
- HOMO (eV) = -15.81
- energy (eV) = -75169.3697
- net charge = +2
- relative energy (zero: lowest compared OMol25 entry of this formula, charge and spin) (kJ/mol) = 49.3
- multiplicity = 1
- strongest force on any atom (eV Å⁻¹) = 6.05

Here are the Mulliken charges for atoms 1 to 6, given in e: number 1, C, carries -0.88; number 2, O, carries -0.58; number 3, C, carries -0.08; number 4, H, carries 0.20; number 5, C, carries 0.29; number 6, H, carries 0.36



[2]
A molecular structure, C38H51O2Zr at a distorted geometry, computed with ωB97M-V/def2-TZVPD.

Geometry as XYZ:
```
92
C38H51O2Zr | the Open Molecules 2025 dataset | ωB97M-V/def2-TZVPD
H 3.695 -2.824 2.062
H 1.121 0.172 5.985
H -0.023 2.230 -3.088
C 1.634 0.640 3.581
C 0.848 0.078 -4.270
C 3.243 -1.218 4.482
H -3.850 -0.989 3.052
C 1.683 -2.990 1.479
H 3.782 -2.110 4.128
O 1.190 -2.423 -6.868
H -2.806 -4.078 2.909
O -4.328 6.077 -5.246
H -1.114 0.554 0.932
H -1.167 -4.643 2.570
C 1.426 -1.056 5.749
H 1.143 1.400 -0.488
H -1.579 1.356 -6.389
C -3.170 3.990 -5.863
H 2.696 -1.291 5.637
C 0.814 -3.990 4.344
H -1.773 1.213 5.395
H 1.559 -3.933 5.140
C 2.266 -2.881 -6.045
C -0.743 0.609 -6.012
C 2.247 -2.069 -4.737
H 2.142 -3.958 -5.884
C 3.490 -1.772 1.246
H -4.332 5.952 -7.295
H 0.211 2.968 1.611
C -2.252 3.039 -5.546
C -0.534 2.090 -4.025
H 4.586 -1.686 1.449
H 1.229 -3.434 0.597
C -2.844 -0.696 2.665
C -1.707 4.188 -3.512
C -1.818 -3.766 2.568
H 2.785 0.775 -0.670
C -0.072 -2.782 4.293
H -1.449 -1.023 -0.013
H 1.849 1.949 5.369
C 1.898 0.360 1.238
C -2.631 5.147 -3.825
H 3.191 -2.722 -6.613
H 1.346 -4.009 3.257
H -1.040 1.590 3.719
Zr 0.417 -1.209 2.420
H 3.221 -1.626 -4.501
H -1.914 -3.431 1.533
H 3.466 -1.651 0.147
H 1.548 -3.717 2.433
C -0.372 -0.476 -6.746
C -1.437 -0.606 0.991
H -0.834 -0.699 -7.690
C -0.917 0.935 4.762
C -0.160 0.942 -4.766
H -0.762 1.945 2.937
H 4.046 -0.575 4.916
C 0.639 -1.307 -6.258
C 1.226 -1.016 -5.005
C 1.176 1.125 2.265
H -5.603 5.005 -6.453
C -1.265 -2.675 3.449
H -2.792 5.985 -3.170
H 1.323 0.285 -3.329
C -3.397 5.077 -5.003
H -3.720 3.901 -6.780
C 0.191 -1.469 4.881
H 2.864 -2.846 1.280
H -3.216 -1.558 1.702
C -1.486 3.083 -4.365
C 1.257 1.069 5.042
C -5.032 5.936 -6.458
H 1.927 0.143 5.648
H -5.723 6.773 -6.557
H 1.942 -2.682 -3.882
H 1.290 -1.473 6.769
H -0.716 1.319 1.188
C 2.754 -0.621 1.910
H 0.055 1.090 5.543
C 1.801 0.561 -0.249
H 1.409 -0.327 -0.748
H -2.550 -0.659 1.457
H 0.240 -4.908 4.476
C 2.594 -0.434 3.349
H 2.245 -1.780 5.047
C -0.864 -0.555 4.430
H 0.140 1.651 4.832
H -2.884 0.398 2.829
H -2.044 2.107 -6.245
C -0.034 1.967 1.966
H -1.131 4.268 -2.606
C -1.759 -1.299 3.540
```

Values from the calculation:
- orbital gap (hartree) = 0.123
- HOMO (eV) = -1.48
- energy (eV) = -45569.2428
- net charge = -1
- multiplicity = 1
- strongest force on any atom (eV Å⁻¹) = 10.11

Here are the Mulliken charges for atoms 1 to 6, given in e: number 1, H, carries 0.21; number 2, H, carries -0.43; number 3, H, carries 0.14; number 4, C, carries 0.01; number 5, C, carries -1.42; number 6, C, carries -1.35



[3]
A molecular structure, C5H6O2, computed with ωB97M-V/def2-TZVPD.

Geometry as XYZ:
```
13
C5H6O2 | the Open Molecules 2025 dataset | ωB97M-V/def2-TZVPD
O 0.283 0.218 1.135
H -0.310 -2.560 -0.576
C 0.192 -2.124 0.290
C 0.558 0.226 -0.909
C -0.990 1.948 -0.004
H 1.140 -2.646 0.450
O -2.000 1.574 0.534
H -0.997 2.799 -0.718
H 0.658 0.226 -1.983
H -0.439 -2.264 1.171
C 0.358 1.282 0.158
C 0.380 -0.666 0.075
H 1.168 1.987 0.377
```

Values from the calculation:
- orbital gap (hartree) = 0.366
- HOMO (eV) = -8.98
- energy (eV) = -9374.8825
- relative energy (zero: lowest compared OMol25 entry of this formula, charge and spin) (kJ/mol) = 213.5
- multiplicity = 1
- strongest force on any atom (eV Å⁻¹) = 0.55

Here are the Mulliken charges for atoms 1 to 6, given in e: number 1, O, carries -0.41; number 2, H, carries 0.31; number 3, C, carries -1.05; number 4, C, carries -0.68; number 5, C, carries -0.12; number 6, H, carries 0.26



[4]
3 unconnected molecules or ions with the total composition C4H14NO3 at a distorted geometry, computed with ωB97M-V/def2-TZVPD.

Geometry as XYZ:
```
22
C4H14NO3 | the Open Molecules 2025 dataset | ωB97M-V/def2-TZVPD
H -0.451 -2.714 0.058
O -1.257 -1.564 1.993
H 0.524 2.533 -1.318
C 0.426 -2.133 -0.210
H -3.043 -1.182 1.167
H 2.614 1.394 0.899
H -1.908 1.860 -0.208
O 1.096 1.832 -1.621
H 1.156 -2.494 0.488
H -1.684 -0.529 -0.876
N 0.191 -0.689 -0.074
O 2.432 0.558 0.466
H 0.714 -2.435 -1.214
C -1.254 -0.232 0.066
H 2.887 0.544 -0.383
C -1.952 -1.052 1.159
H 1.568 2.269 -2.339
C -1.246 1.258 0.384
H -0.265 1.701 0.378
H 0.755 -0.266 0.684
H -1.809 1.417 1.305
H 0.507 -0.075 -0.804
```

Values from the calculation:
- orbital gap (hartree) = 0.410
- HOMO (eV) = -14.21
- energy (eV) = -12000.5610
- net charge = +1
- relative energy (zero: lowest compared OMol25 entry of this formula, charge and spin) (kJ/mol) = 120.6
- multiplicity = 1
- strongest force on any atom (eV Å⁻¹) = 2.12

Here are the Mulliken charges for atoms 1 to 6, given in e: number 1, H, carries 0.36; number 2, O, carries -0.41; number 3, H, carries 0.27; number 4, C, carries -0.97; number 5, H, carries 0.42; number 6, H, carries 0.31



Question: Among the records above, which one has the lowest strongest force on any atom?
Answer: C5H6O2



Question: What is the energy in the first record?
Answer: -75169.3697 eV



Question: Which value of energy does entry 3 give?
Answer: -9374.8825 eV